# 1
83
Properties=species:S:1:pos:R:3 method="wB97M-V/def2-TZVPD" charge=-1 lumo_ev=1.755 total_energy_ha=-3666.2082
C -1.1771 -0.3614 0.5052
C -2.3899 0.1741 -0.3406
C -2.0321 1.6313 -0.7630
C -2.6760 2.0758 -2.1178
N -1.7850 3.0325 -2.7619
C -0.8216 2.4289 -3.7108
C 0.6340 2.4403 -3.1097
N 1.3014 1.1086 -3.1989
H -0.7772 0.5220 1.0276
H -0.3916 -0.7323 -0.1704
H -1.4967 -1.1215 1.2274
H -2.6154 -0.4726 -1.1984
H -3.2613 0.1886 0.3355
H -0.9381 1.7028 -0.8660
H -2.3077 2.3514 0.0212
H -2.9413 1.2096 -2.7530
H -3.6260 2.5931 -1.8436
H -2.2888 3.8085 -3.1585
H -1.0926 1.3545 -3.8627
H 0.6464 2.7182 -2.0340
H 1.2494 3.1708 -3.6749
H 1.1337 0.5892 -2.3444
H 0.8385 0.5682 -3.9231
C 3.7063 -0.4533 -1.3812
S 3.5127 -1.9026 -0.3336
O 2.0482 -2.0985 -0.1031
C 4.1919 -1.1524 1.1583
H 3.3012 -0.6865 -2.3662
H 3.1615 0.3905 -0.9572
H 4.7659 -0.2106 -1.4732
H 3.6125 -0.2664 1.4222
H 5.2346 -0.8863 0.9866
H 4.1347 -1.8804 1.9659
C 0.4450 -3.6658 -5.7112
S 0.7658 -2.3657 -4.5033
O 2.2435 -2.3059 -4.3060
C 0.0737 -3.2404 -3.0892
H 0.8391 -3.3410 -6.6727
H 0.9422 -4.5878 -5.4060
H -0.6304 -3.8259 -5.7952
H 0.5943 -4.1890 -2.9502
H -0.9907 -3.4121 -3.2549
H 0.2083 -2.6183 -2.2042
C -5.0658 -3.0072 4.3927
S -3.8278 -1.8737 3.7327
O -3.9690 -1.8832 2.2517
C -2.4007 -2.8918 4.1477
H -6.0502 -2.5822 4.2043
H -4.9856 -3.9745 3.8955
H -4.9195 -3.1212 5.4676
H -2.4903 -3.8668 3.6673
H -2.3392 -3.0070 5.2308
H -1.5066 -2.3873 3.7844
C -4.9485 1.9827 3.2772
S -3.8317 2.8058 2.1220
O -2.4425 2.5157 2.5730
C -4.2309 4.4782 2.6649
H -4.8514 0.9042 3.1583
H -4.6872 2.2580 4.3003
H -5.9765 2.2755 3.0596
H -4.0226 4.5824 3.7307
H -5.2828 4.6844 2.4629
H -3.6106 5.1744 2.1030
C 0.5070 6.3723 -1.9948
S 1.7275 6.3890 -0.6734
O 1.6779 7.7383 -0.0305
C 3.1709 6.3570 -1.7515
H -0.4832 6.4249 -1.5470
H 0.6561 7.2327 -2.6490
H 0.5947 5.4439 -2.5628
H 3.1521 7.2182 -2.4208
H 3.1715 5.4303 -2.3267
H 4.0634 6.3990 -1.1287
C 5.6684 -6.6524 3.2174
S 4.9736 -5.4800 2.0370
O 5.9564 -4.3693 1.8890
C 3.6547 -4.8881 3.1125
H 6.5419 -7.1153 2.7618
H 5.9659 -6.1306 4.1277
H 4.9286 -7.4203 3.4459
H 4.0806 -4.4792 4.0297
H 2.9776 -5.7111 3.3434
H 3.1084 -4.1078 2.5834

***

# 2
46
Properties=species:S:1:pos:R:3 method="wB97M-V/def2-TZVPD" charge=+1 lumo_ev=-4.645 e_above_lowest_ev=1.009 total_energy_ha=-3689.2139
Pd 0.8764 0.0013 0.8053
O -2.8346 -0.3271 -3.0932
C -1.8024 -1.0320 -3.5870
C -1.9404 -1.5184 -4.8872
C -0.9273 -2.2461 -5.4703
C 0.2565 -2.5083 -4.7771
C 0.4031 -2.0290 -3.4977
C -0.6153 -1.2877 -2.8771
C -0.3958 -0.8210 -1.5102
O 0.7540 -1.0833 -0.9443
N -1.3582 -0.1941 -0.8770
N -1.0666 0.1195 0.4510
C -2.1182 0.3396 1.1877
S -2.0384 0.7378 2.8725
C -3.7857 0.3617 3.1759
C -4.5647 0.8058 1.9566
S -3.6935 0.1985 0.4869
H -2.6057 -0.0287 -2.1934
H -2.8609 -1.3057 -5.4132
H -1.0546 -2.6164 -6.4791
H 1.0480 -3.0801 -5.2399
H 1.3107 -2.2202 -2.9426
H -4.0812 0.9076 4.0706
H -3.8897 -0.7077 3.3537
H -4.6423 1.8905 1.8991
H -5.5643 0.3738 1.9426
Cl 2.0907 -3.2254 0.8446
Si 0.4024 -2.2416 1.3199
Cl -1.2177 -3.0983 0.5154
Cl 0.2112 -2.1302 3.3217
C 2.6927 2.8842 0.1059
Si 2.7300 1.8294 1.6311
C 3.2763 0.0429 1.1242
C 3.8559 2.4421 2.9635
C 1.0183 1.4155 2.2610
H 3.7024 3.0615 -0.2696
H 2.2463 3.8561 0.3255
H 2.1161 2.4277 -0.7028
H 4.3201 0.2476 0.8533
H 2.9648 -0.4938 0.2125
H 3.3191 -0.6484 1.9662
H 4.8662 2.6008 2.5808
H 3.9101 1.7452 3.8006
H 3.4878 3.3978 3.3413
H 0.1929 2.1085 2.1053
H 1.0061 1.0483 3.2871

***

# 3
5
Properties=species:S:1:pos:R:3 method="wB97M-V/def2-TZVPD" charge=0 smiles="O=C=CCl" lumo_ev=-0.376 e_above_lowest_ev=0.546 total_energy_ha=-612.1749
C 0.1619 -0.8672 0.0026
C -0.4395 0.2528 -0.0339
O 0.8432 -1.8150 0.0038
Cl 0.7437 1.5866 0.0026
H -1.3093 0.8428 0.0250

***

# 4
19
Properties=species:S:1:pos:R:3 method="wB97M-V/def2-TZVPD" charge=0 lumo_ev=0.302 e_above_lowest_ev=0.677 total_energy_ha=-3098.7091
C -1.0953 1.0835 1.0331
C -0.4678 -0.0689 1.2448
C -1.9508 2.7840 -0.3144
C -0.8717 2.1482 0.1144
C 1.6616 -2.3504 0.8478
C 0.3788 -1.0440 -1.7350
Si 0.8533 -0.7881 0.1577
Br 2.4701 0.7432 0.0195
H -1.8875 1.4053 1.6031
H -0.8360 -0.7333 2.0147
H -1.9789 3.3791 -1.2122
H -2.8864 2.4252 0.0061
H 0.0161 1.9956 -0.5200
H 1.5604 -2.1819 1.9102
H 1.1728 -3.2547 0.5258
H 2.7102 -2.3505 0.8454
H 1.1875 -1.3979 -2.2922
H -0.3584 -1.7303 -2.1093
H 0.3218 -0.0642 -2.1394

***

# 5
81
Properties=species:S:1:pos:R:3 method="wB97M-V/def2-TZVPD" charge=+1 lumo_ev=-3.253 total_energy_ha=-4840.7063
C -4.9188 -1.2592 -6.6439
C -3.4035 -0.9368 -7.0612
O -3.0337 -0.7270 -8.2237
N -2.4597 -0.8465 -6.0474
C -1.9371 -2.1690 -5.5721
C -2.5785 -2.5526 -4.2032
C -2.6225 -1.3756 -3.1870
C -1.2351 -1.2470 -2.4698
C -0.3525 0.0745 -2.8253
C -0.8144 1.2166 -3.3787
C 0.1018 2.3778 -3.6226
P -0.4959 3.9658 -4.3436
O -2.1384 3.7784 -4.5676
I 0.4150 4.2123 -6.6387
C 1.4785 2.3611 -3.3145
C 2.0582 1.1555 -2.7155
N 3.3944 0.9850 -2.3489
S 3.4656 -0.5141 -1.7112
N 1.9341 -1.1013 -1.8214
C 1.2202 0.0342 -2.4603
H -5.3152 -2.1238 -7.2615
H -4.9703 -1.5449 -5.5816
H -5.5738 -0.3312 -6.7496
H -1.7134 -0.1987 -6.2815
H -2.1970 -2.9217 -6.3467
H -0.8323 -2.1722 -5.4849
H -3.6258 -2.8794 -4.4084
H -2.0749 -3.4485 -3.7947
H -3.3468 -1.6963 -2.4061
H -2.9984 -0.4353 -3.6225
H -1.3235 -1.3144 -1.3212
H -0.5889 -2.1660 -2.8372
H -1.8716 1.3263 -3.6439
H -2.5085 4.6380 -4.3141
H 2.1143 3.2330 -3.5244
C -2.1859 6.6252 0.5132
C -1.1177 6.2225 -0.4925
O -0.4691 4.9870 -0.1977
C -1.1385 3.7268 -0.5613
O -1.5131 3.7266 -1.7859
C -2.2855 3.3200 0.4353
F -1.9518 3.6439 1.7347
F -2.4792 1.9864 0.4400
F -3.4637 3.8806 0.1957
H -1.8766 6.3981 1.5364
H -2.3911 7.6936 0.4350
H -3.1245 6.1092 0.3251
H -0.3248 6.9725 -0.4441
H -1.4968 6.2505 -1.5142
H -0.3402 2.9947 -0.2790
O 3.0490 5.0748 -1.8195
H 3.9564 5.3976 -1.7815
H 3.1232 4.1434 -1.5828
K 0.0188 -0.8041 -0.5392
K -5.4278 0.0187 -8.9791
Cl 0.3436 -3.4711 -3.2206
Na 0.2950 4.2014 1.6254
N 2.4140 -1.6151 3.7735
C 2.9426 -1.9498 2.5517
C 4.0717 -2.6912 2.7708
C 4.2303 -2.8139 4.1772
C 3.1925 -2.1431 4.7681
H 1.5855 -1.0687 3.9183
H 2.4722 -1.6313 1.6358
H 4.7137 -3.1016 2.0082
H 5.0174 -3.3362 4.6960
H 2.9430 -1.9957 5.8055
O 3.4818 -2.2145 7.9322
C 2.9957 -3.2133 8.3979
O 2.4201 -3.1645 9.6090
C 1.6559 -4.2364 10.1743
C 2.5482 -5.2432 10.8697
C 3.1026 -4.5368 7.6815
H 1.0135 -4.6970 9.4217
H 0.9929 -3.7758 10.9063
H 3.2403 -5.7164 10.1722
H 1.9504 -6.0226 11.3440
H 3.1529 -4.7508 11.6322
H 4.0684 -4.9868 7.9095
H 3.0367 -4.3544 6.6097
H 2.3065 -5.2361 7.9262

***

# 6
15
Properties=species:S:1:pos:R:3 method="wB97M-V/def2-TZVPD" charge=0 lumo_ev="0.035 / -1.596" s2=2.036 e_above_lowest_ev=1.606 multiplicity=3 total_energy_ha=-573.0229
O -4.5519 -2.1435 4.0475
C -3.8106 -1.4083 3.5574
O -3.0901 -0.6401 3.0644
C 3.1265 0.6634 -1.5815
C 1.9994 0.0018 -1.2040
C 0.7712 0.6162 -0.7620
C -0.5624 -0.0422 -1.0085
O -1.6417 0.5638 -0.4724
H 3.1245 1.7479 -1.7218
H 4.1021 0.1740 -1.5667
H 2.0695 -1.0822 -1.0480
H 0.7636 1.7034 -0.9766
H 0.2232 -0.3637 0.1527
Hg -1.8279 0.5699 1.5887
H -0.6955 -0.3602 -2.0693

***

# 7
50
Properties=species:S:1:pos:R:3 method="wB97M-V/def2-TZVPD" charge=0 lumo_ev=-0.896 e_above_lowest_ev=19.913 total_energy_ha=-1621.4291
C -0.2156 3.6007 0.8212
H 0.3269 4.5835 0.6813
H -0.5869 3.5794 1.6789
H 0.5783 2.8258 0.6220
C -1.2823 3.2701 -0.5198
N -1.9744 2.0389 -0.3148
C -1.4531 0.9508 -0.8936
C -0.1418 1.2083 -1.8206
C 0.3613 0.1491 -2.4826
C -0.2289 -1.1312 -2.4890
C -1.5416 -1.0230 -1.8382
C -2.1455 -0.0666 -1.2353
C -3.2469 -0.4754 -0.5220
C -3.7329 0.8193 0.3536
C -3.0959 1.9999 0.2520
O -3.5771 2.9245 1.1570
H -4.6400 0.4896 0.9243
S -4.2069 -1.9028 -0.3360
C -3.4727 -2.4151 1.1223
C -2.1284 -2.7794 1.1510
O -1.7476 -3.8964 0.5325
N -1.4236 -1.6685 1.5039
C 0.0340 -1.4563 1.0637
C 0.7737 -2.5124 0.6323
C 2.1294 -2.0908 -0.1637
C 2.7542 -0.9672 0.2138
C 1.8856 -0.1765 0.8137
C 0.6149 -0.1424 1.1662
H -0.0919 0.4479 1.7523
O 2.2537 1.2742 1.0973
C 3.5844 1.8237 0.9966
H 4.1360 1.0560 1.5836
H 4.0452 1.7426 0.0689
H 3.5399 2.6052 1.4096
O 3.9014 -0.7192 -0.1922
C 4.7911 -1.4539 -0.7112
H 5.7210 -1.1596 -1.1529
H 4.3179 -2.0454 -1.4021
H 4.9121 -2.4244 -0.0209
H 2.6091 -2.9194 -0.2634
H 0.5275 -3.6314 0.4730
H -1.8959 -0.8650 1.9559
H -3.9017 -1.8507 2.0065
H -4.1877 -3.5850 1.3504
H -2.1266 -2.0947 -1.9768
H 0.3147 -1.9752 -3.0390
H 1.4619 0.1246 -2.8168
H 0.5784 1.9538 -1.5986
H -0.8553 3.7373 -1.4559
H -2.2515 4.2231 -0.1385

***

# 8
20
Properties=species:S:1:pos:R:3 method="wB97M-V/def2-TZVPD" charge=0 smiles=Oc1ccc2c(O)cccc2c1 lumo_ev=-0.214 e_above_lowest_ev=6.539 total_energy_ha=-536.1175
C -2.3374 -0.0867 -0.1001
C -1.9231 1.2035 -0.1663
C -0.5913 1.6990 0.1360
C 0.3113 0.4727 0.5568
C 1.6826 0.7042 0.0870
C 2.8451 -0.1685 -0.1614
C 2.4130 -1.6063 -0.2783
C 1.0175 -1.7209 0.2293
C -0.1273 -0.7555 0.4244
C -1.4538 -1.0621 0.2722
H -4.2012 0.2656 0.3690
H -2.8445 1.7815 -0.4969
H -0.5012 2.6997 0.4422
H 1.3510 2.2333 -0.6428
H 3.7945 0.3455 -0.3110
H 3.0590 -2.6115 -0.3809
H 0.7998 -2.8149 0.1478
H -1.8746 -2.1112 0.0123
O -3.5196 -0.4717 -0.2025
O 2.1001 2.0043 0.0632

***

# 9
61
Properties=species:S:1:pos:R:3 method="wB97M-V/def2-TZVPD" charge=0 smiles="CCc1ccc(Nc2cc(C(=O)NCCCN3CCOCC3)c3ccccc3n2)cc1" lumo_ev=0.104 e_above_lowest_ev=1.305 total_energy_ha=-1340.1854
C -9.3606 -1.0288 1.4309
H -9.2793 -0.1832 2.1102
H -8.7083 -1.8205 1.7926
H -10.3868 -1.3892 1.4454
C -8.9563 -0.6137 0.0147
C -7.5387 -0.1179 -0.0042
C -7.2499 1.2199 0.2343
C -5.9457 1.6696 0.2609
C -4.8864 0.7864 0.0502
C -5.1672 -0.5560 -0.1888
C -6.4784 -0.9907 -0.2112
H -6.6820 -2.0357 -0.3974
H -4.3514 -1.2384 -0.3526
N -3.5974 1.3062 0.0888
C -2.3897 0.6960 -0.0689
N -2.3110 -0.5887 -0.3289
C -1.1003 -1.1643 -0.4491
C -1.0518 -2.5524 -0.6906
C 0.1491 -3.2001 -0.7867
C 1.3497 -2.4943 -0.6357
C 1.3344 -1.1424 -0.4144
C 0.1188 -0.4403 -0.3368
C 0.0092 0.9637 -0.1147
C -1.2285 1.5157 0.0416
H -1.3259 2.5744 0.2333
C 1.1970 1.8748 -0.0382
O 1.3584 2.6682 0.8660
N 2.0286 1.7769 -1.1017
H 1.8349 1.0914 -1.8149
C 3.2386 2.5543 -1.2314
C 4.4932 1.6966 -1.0528
C 4.6823 1.2808 0.4169
N 5.7112 0.3001 0.6835
C 5.4386 -1.0361 0.1915
C 6.4732 -1.9904 0.7921
O 7.7846 -1.6034 0.4555
C 8.0435 -0.2938 0.9055
C 7.0515 0.7037 0.3043
H 7.2471 1.7019 0.7004
H 7.1883 0.7181 -0.7911
H 9.0645 -0.0607 0.5987
H 7.9701 -0.2557 2.0025
H 6.3425 -3.0013 0.4018
H 6.3563 -2.0001 1.8860
H 4.4398 -1.3379 0.5130
H 5.4992 -1.1013 -0.9097
H 3.7435 0.8768 0.8050
H 4.9207 2.1711 1.0060
H 5.3594 2.2699 -1.3864
H 4.4101 0.8087 -1.6849
H 3.2493 3.0315 -2.2170
H 3.1980 3.3269 -0.4600
H 2.2634 -0.6096 -0.2747
H 2.2904 -3.0228 -0.6893
H 0.1797 -4.2646 -0.9668
H -1.9872 -3.0816 -0.7823
H -3.5512 2.2955 0.2921
H -5.7412 2.7158 0.4469
H -8.0569 1.9198 0.3989
H -9.0573 -1.4713 -0.6535
H -9.6289 0.1724 -0.3350

***

# 10
24
Properties=species:S:1:pos:R:3 method="wB97M-V/def2-TZVPD" charge=+1 lumo_ev=-2.704 e_above_lowest_ev=1.780 total_energy_ha=-479.3345
C -0.5119 0.0651 1.6959
O -0.5540 0.4337 0.3576
C 0.6757 -0.9552 1.7376
C 0.3511 -2.1842 1.0321
N 1.8177 -0.1291 1.0484
H -0.2577 0.9939 2.2029
H -1.4135 -0.3510 1.9274
H -1.0388 -0.2828 -0.2119
H 0.9157 -1.1872 2.7966
H -0.7484 -2.2121 0.7522
H 0.4138 -3.0470 1.7397
H 0.7598 -2.3583 0.0785
H 1.1921 0.0267 0.1151
H 1.9611 0.8023 1.4282
H 2.6259 -0.6552 0.7607
H -2.5285 -0.4157 -1.5362
H -1.7057 -1.4987 -2.2100
O -1.8350 -1.1646 -1.3335
H -1.5493 2.5740 -5.2043
H -1.4553 1.0055 -5.7728
O -1.3380 1.7032 -5.0666
H 1.5658 3.1113 1.9683
H 0.9933 3.0426 0.5434
O 1.6640 2.6826 1.1507

***

# 11
30
Properties=species:S:1:pos:R:3 method="wB97M-V/def2-TZVPD" charge=-2 lumo_ev="5.210 / 5.064" s2=2.019 multiplicity=3 total_energy_ha=-640.1933
C -2.6759 -1.4630 0.5694
C -2.7418 -0.0693 0.9347
C -1.4683 0.2891 1.5648
C -0.6588 -0.9252 1.5882
C -1.4525 -2.0002 1.0866
Pt -1.0617 -0.0171 -0.5589
N 1.0198 -2.9466 -0.1715
C -1.5073 0.8784 -2.1758
C -1.8579 1.8255 -1.1129
H -1.2142 1.2601 2.0049
H -3.5983 0.5960 0.8367
H 0.2956 -1.0224 2.0971
H -1.1841 -3.0473 1.1317
H -3.4785 -2.0330 0.1048
H -2.9106 1.9131 -0.8368
H -0.6710 1.1482 -2.8372
H 0.9431 -3.5491 -1.0241
H -1.2449 2.7099 -0.9464
H -2.3662 0.4757 -2.7226
C 2.9617 -0.4931 -0.5542
C 1.9423 0.3748 0.1588
C 2.5750 1.6820 0.5889
O 0.8570 0.7047 -0.7096
H 3.2248 -0.0583 -1.5238
H 2.5796 -1.5105 -0.7054
H 3.8626 -0.5776 0.0595
H 1.6060 -0.1809 1.0581
H 2.8732 2.2680 -0.2862
H 1.8892 2.2860 1.1851
H 3.4622 1.4822 1.1964

***

> Which of these has the lowest charge?

C10H17NOPt

***

> Which value of charge does entry 8 give?

0

***

Repeat the fourth record exactly.
19
Properties=species:S:1:pos:R:3 method="wB97M-V/def2-TZVPD" charge=0 lumo_ev=0.302 e_above_lowest_ev=0.677 total_energy_ha=-3098.7091
C -1.0953 1.0835 1.0331
C -0.4678 -0.0689 1.2448
C -1.9508 2.7840 -0.3144
C -0.8717 2.1482 0.1144
C 1.6616 -2.3504 0.8478
C 0.3788 -1.0440 -1.7350
Si 0.8533 -0.7881 0.1577
Br 2.4701 0.7432 0.0195
H -1.8875 1.4053 1.6031
H -0.8360 -0.7333 2.0147
H -1.9789 3.3791 -1.2122
H -2.8864 2.4252 0.0061
H 0.0161 1.9956 -0.5200
H 1.5604 -2.1819 1.9102
H 1.1728 -3.2547 0.5258
H 2.7102 -2.3505 0.8454
H 1.1875 -1.3979 -2.2922
H -0.3584 -1.7303 -2.1093
H 0.3218 -0.0642 -2.1394